Density functional theory data (ωB97M-V with the def2-TZVPD basis set) for a 31-piece molecular cluster, H62O31 overall in a non-equilibrium geometry.

```
93
Properties=species:S:1:pos:R:3
O -3.03 -1.58 3.48
H -2.65 -1.41 4.34
H -3.28 -0.72 3.15
O -1.93 1.68 2.71
H -1.67 0.96 2.15
H -1.95 1.30 3.59
O -1.06 1.02 -1.67
H -1.94 0.89 -2.02
H -0.76 1.84 -2.05
O 2.67 3.79 1.63
H 1.93 3.34 2.03
H 3.13 3.10 1.15
O -1.58 4.15 -1.38
H -1.22 4.23 -0.50
H -2.47 3.82 -1.26
O 2.39 1.43 -0.06
H 2.22 0.49 -0.05
H 2.30 1.67 -0.99
O 4.01 -2.79 2.97
H 4.94 -2.58 2.89
H 3.80 -2.61 3.89
O -0.13 -3.36 -2.19
H -0.85 -3.51 -2.80
H 0.03 -2.42 -2.22
O 1.96 0.06 4.29
H 2.80 -0.39 4.32
H 1.43 -0.40 4.95
O 2.47 1.85 -2.79
H 3.36 1.51 -2.86
H 2.56 2.80 -2.77
O -5.43 1.65 -0.09
H -5.60 2.56 0.13
H -4.74 1.68 -0.75
O -0.97 3.62 1.13
H -1.26 2.94 1.75
H -0.01 3.58 1.17
O 5.83 0.31 0.44
H 6.18 1.19 0.31
H 4.89 0.40 0.23
O 2.52 -3.05 -2.41
H 2.86 -3.15 -3.29
H 1.68 -3.52 -2.42
O -5.03 -0.20 -2.18
H -5.48 -0.12 -3.02
H -5.45 0.46 -1.63
O -3.11 -2.10 -2.67
H -3.60 -1.41 -2.22
H -3.56 -2.90 -2.43
O 1.92 -1.23 0.12
H 1.86 -2.17 0.31
H 2.77 -1.13 -0.31
O -4.73 -3.40 2.80
H -4.07 -2.73 2.99
H -5.54 -2.91 2.68
O -0.63 0.11 0.82
H -0.66 0.24 -0.12
H 0.19 -0.36 0.97
O 4.13 -1.50 -1.25
H 3.55 -2.21 -1.53
H 4.91 -1.95 -0.92
O -1.83 -3.69 1.43
H -1.81 -2.74 1.58
H -2.42 -3.81 0.69
O -1.47 -0.79 -4.37
H -0.91 -0.10 -4.00
H -1.85 -1.23 -3.62
O 0.11 2.31 -4.42
H 0.80 1.82 -3.98
H 0.40 2.36 -5.33
O 4.14 2.59 3.94
H 4.46 3.33 3.43
H 3.30 2.37 3.55
O 1.87 -0.49 -4.31
H 2.49 -1.21 -4.38
H 2.08 -0.07 -3.48
O -2.55 2.02 -4.13
H -1.64 2.16 -4.39
H -2.88 1.38 -4.76
O -1.36 0.79 5.52
H -0.79 0.10 5.86
H -1.08 1.57 6.00
O 0.77 -4.05 0.49
H -0.08 -3.94 0.91
H 0.58 -3.96 -0.44
O -3.96 2.90 -2.05
H -3.61 2.39 -2.78
H -4.27 3.71 -2.44
O 0.82 2.47 3.55
H -0.12 2.46 3.36
H 1.05 1.56 3.70
O 3.10 -4.71 1.38
H 2.33 -4.35 0.95
H 3.38 -4.03 1.99
```

Results
energy above the lowest of the compared OMol25 structures with the same formula, charge and spin = 349.1 kJ/mol
LUMO = -0.0165 hartree
HOMO-LUMO gap = 9.305 eV